Record 1
Entry from OMol25: 4 unconnected molecules or ions with the total composition C27H21BrClO14P (ωB97M-V with the def2-TZVPD basis set).

Cartesian coordinates (Å):
Br: 3.044 1.775 -1.589
Cl: -2.437 0.330 1.347
P: -2.592 1.676 -1.831
O: -1.243 5.142 6.391
O: 2.014 -1.359 -3.082
O: 5.003 -2.748 -7.461
O: -2.646 -6.500 3.032
O: -1.222 -6.447 0.812
O: -0.779 2.808 5.259
O: 0.200 2.651 -2.290
O: -1.132 -2.136 3.865
O: 0.143 0.739 2.510
O: 0.231 -2.057 1.596
O: 2.069 4.704 2.044
O: 3.398 -4.487 -6.296
O: 3.549 0.397 -4.293
O: 1.666 7.030 3.228
C: 1.461 1.076 0.605
C: 0.665 3.641 3.588
C: 2.630 -3.014 -4.625
C: -1.965 -4.320 3.556
C: -0.433 -3.168 1.891
C: -1.965 -5.394 2.757
C: -2.982 0.005 -2.516
C: 3.414 -3.381 -5.792
C: -0.431 -4.245 1.094
C: 1.071 6.090 3.720
C: -0.420 5.111 5.351
C: 0.183 6.204 4.865
C: -1.082 0.960 0.517
C: -4.029 2.185 -0.784
C: 4.366 -1.089 -5.936
C: 0.159 1.945 -1.303
C: 3.565 -0.716 -4.782
C: -0.208 3.750 4.748
C: -1.131 1.464 -0.721
C: -1.184 -5.428 1.475
C: 4.301 -2.338 -6.414
C: 1.440 1.561 -0.628
C: 2.698 -1.765 -4.145
C: -1.194 -3.141 3.187
C: 1.264 4.735 3.102
C: 0.187 0.904 1.298
C: -3.426 -1.077 -1.536
H: -4.103 -0.717 -0.776
H: 2.367 5.622 1.907
H: -2.522 -4.286 4.482
H: 2.008 -3.775 -4.176
H: -4.319 3.147 -1.179
H: 2.354 0.794 1.127
H: -3.820 0.221 -3.173
H: 0.801 2.665 3.148
H: -2.171 -0.331 -3.147
H: -2.469 -7.114 2.296
H: -4.855 1.492 -0.852
H: 4.767 -3.685 -7.594
H: -3.740 2.357 0.242
H: -2.549 -1.503 -1.060
H: 0.114 -4.275 0.161
H: -3.902 -1.903 -2.052
H: 0.039 7.186 5.293
H: 0.065 -1.437 2.338
H: 2.252 -0.419 -2.952
H: -1.532 4.221 6.530
H: 4.997 -0.330 -6.377

Summary:
* M: 715.8 g/mol
* orbital gap: 0.2389 hartree
* HOMO level: -8.50 eV
* charge: 0
* E_LUMO: -2.00 eV

***

Record 2
Entry from OMol25: a molecular structure, C27H21Cl3HgN8O3PS2 (ωB97M-V with the def2-TZVPD basis set).

Cartesian coordinates (Å):
Hg: 0.356 -0.460 0.883
Cl: -4.332 -5.303 1.967
Cl: -4.808 -3.235 4.747
Cl: -2.578 -5.964 4.202
S: 2.458 1.449 1.096
S: 2.347 -1.790 1.885
P: -1.177 0.569 2.593
O: -2.631 -0.033 2.581
O: -1.495 2.143 2.537
O: -0.663 0.491 4.113
N: -1.613 4.158 -1.481
N: -5.531 2.822 -0.499
N: -3.256 1.261 -0.093
N: 7.165 -3.203 -1.620
N: -0.267 4.185 -1.562
N: 7.286 0.780 -2.607
N: -1.643 -2.829 2.490
N: -0.702 2.307 -0.571
C: 2.274 -1.297 -4.022
C: -5.601 1.586 -0.008
C: 3.521 -1.109 0.784
C: -0.433 3.086 2.692
C: 6.402 -2.451 -1.197
C: 5.503 -0.159 -0.988
C: 0.915 -1.336 -3.687
C: 1.754 -1.737 -6.331
C: 0.514 -1.125 -2.329
C: -4.469 0.810 0.194
C: 4.568 0.704 -0.435
C: 0.249 -0.951 -1.158
C: -2.325 -3.720 2.765
C: -3.610 0.194 3.613
C: 3.571 0.278 0.450
C: -3.147 -4.806 3.087
C: -3.175 2.495 -0.574
C: -1.826 3.000 -0.882
C: 5.454 -1.522 -0.656
C: 4.465 -1.966 0.212
C: 6.498 0.356 -1.882
C: 0.404 -1.778 -6.010
C: 2.686 -1.495 -5.329
C: -4.314 3.272 -0.779
C: -0.014 -1.580 -4.703
C: -0.014 -0.711 4.572
C: 0.261 3.072 -1.019
H: -4.225 4.276 -1.176
H: 3.743 -1.463 -5.565
H: 0.847 -0.941 3.943
H: 1.317 2.854 -0.938
H: 4.608 1.754 -0.693
H: -0.717 -1.544 4.566
H: -3.137 0.586 4.513
H: -4.084 -0.764 3.827
H: -1.066 -1.612 -4.450
H: -6.586 1.203 0.232
H: 0.499 2.712 2.271
H: 2.996 -1.112 -3.237
H: -4.534 -0.192 0.604
H: -0.290 3.304 3.751
H: -0.332 -1.967 -6.783
H: -4.337 0.917 3.239
H: -0.731 3.991 2.163
H: 0.199 4.960 -1.998
H: 4.414 -3.019 0.456
H: 0.313 -0.507 5.588
H: 2.078 -1.893 -7.353

Summary:
* M: 907.6 g/mol
* orbital gap (alpha / beta): 0.2408 / 0.2259 hartree
* HOMO level (alpha / beta): -2.53 / -2.53 eV
* charge: -2
* E_LUMO (alpha / beta): 4.02 / 3.62 eV
* spin multiplicity: 2

***

Record 3
Entry from OMol25: a molecular structure, C27H21ClIN2O8RhS2Si (ωB97M-V with the def2-TZVPD basis set).

Cartesian coordinates (Å):
I: 1.613 -4.640 2.057
Rh: -0.328 0.185 0.813
Cl: 1.019 -2.173 7.138
S: -1.898 0.293 -1.831
S: 1.711 6.769 3.640
Si: -1.821 -2.369 -3.068
O: -2.272 -1.264 -1.917
O: 0.471 -1.706 1.308
O: 1.238 7.964 2.950
O: 1.136 6.597 4.969
O: -2.066 0.797 -3.166
O: -0.469 0.278 -1.402
O: -2.753 0.821 -0.808
O: 3.153 6.571 3.577
N: -0.688 2.270 0.439
N: -0.320 0.314 2.802
C: 1.276 3.426 1.337
C: 1.021 5.412 2.683
C: -0.640 -0.666 -7.252
C: -0.666 1.345 4.922
C: -1.380 -1.644 -4.736
C: -2.145 -1.922 -5.867
C: 1.090 -2.988 3.210
C: 1.014 -5.346 -2.717
C: 1.971 -4.776 -1.885
C: 0.213 -0.770 3.441
C: 0.137 -0.379 -6.135
C: 0.600 -1.846 2.562
C: -0.229 -0.866 -4.892
C: -0.117 0.284 5.583
C: 1.223 -3.068 4.597
C: -0.914 4.294 1.794
C: -0.356 5.318 2.542
C: -1.781 -1.439 -7.119
C: -0.140 -4.640 -3.021
C: 0.609 -2.809 -1.655
C: 1.829 4.463 2.078
C: -0.353 -3.360 -2.503
C: 0.324 -0.835 4.843
C: -0.099 3.342 1.184
C: 0.856 -2.020 5.400
C: -0.770 1.321 3.524
C: 1.766 -3.513 -1.352
H: -1.692 2.377 0.328
H: 1.897 2.657 0.892
H: -0.983 6.061 3.017
H: -3.044 -2.522 -5.770
H: 1.610 -3.971 5.048
H: -0.354 -0.282 -8.225
H: -2.998 -3.247 -3.272
H: -1.991 4.232 1.669
H: -0.024 0.284 6.660
H: -2.392 -1.663 -7.985
H: -0.881 -5.089 -3.676
H: -1.009 2.221 5.457
H: 1.025 0.233 -6.234
H: 2.900 4.547 2.207
H: 2.488 -3.078 -0.674
H: -0.292 2.189 -0.496
H: 1.167 -6.340 -3.123
H: -1.196 2.150 2.990
H: 0.377 -0.621 -4.027
H: 0.455 -1.831 -1.215
H: 2.870 -5.328 -1.636

Summary:
* M: 859.0 g/mol
* orbital gap: 0.2108 hartree
* HOMO level: -2.18 eV
* charge: -2
* E_LUMO: 3.56 eV

***

Copy entry 2 word for word.
Entry from OMol25: a molecular structure, C27H21Cl3HgN8O3PS2 (ωB97M-V with the def2-TZVPD basis set).

Cartesian coordinates (Å):
Hg: 0.356 -0.460 0.883
Cl: -4.332 -5.303 1.967
Cl: -4.808 -3.235 4.747
Cl: -2.578 -5.964 4.202
S: 2.458 1.449 1.096
S: 2.347 -1.790 1.885
P: -1.177 0.569 2.593
O: -2.631 -0.033 2.581
O: -1.495 2.143 2.537
O: -0.663 0.491 4.113
N: -1.613 4.158 -1.481
N: -5.531 2.822 -0.499
N: -3.256 1.261 -0.093
N: 7.165 -3.203 -1.620
N: -0.267 4.185 -1.562
N: 7.286 0.780 -2.607
N: -1.643 -2.829 2.490
N: -0.702 2.307 -0.571
C: 2.274 -1.297 -4.022
C: -5.601 1.586 -0.008
C: 3.521 -1.109 0.784
C: -0.433 3.086 2.692
C: 6.402 -2.451 -1.197
C: 5.503 -0.159 -0.988
C: 0.915 -1.336 -3.687
C: 1.754 -1.737 -6.331
C: 0.514 -1.125 -2.329
C: -4.469 0.810 0.194
C: 4.568 0.704 -0.435
C: 0.249 -0.951 -1.158
C: -2.325 -3.720 2.765
C: -3.610 0.194 3.613
C: 3.571 0.278 0.450
C: -3.147 -4.806 3.087
C: -3.175 2.495 -0.574
C: -1.826 3.000 -0.882
C: 5.454 -1.522 -0.656
C: 4.465 -1.966 0.212
C: 6.498 0.356 -1.882
C: 0.404 -1.778 -6.010
C: 2.686 -1.495 -5.329
C: -4.314 3.272 -0.779
C: -0.014 -1.580 -4.703
C: -0.014 -0.711 4.572
C: 0.261 3.072 -1.019
H: -4.225 4.276 -1.176
H: 3.743 -1.463 -5.565
H: 0.847 -0.941 3.943
H: 1.317 2.854 -0.938
H: 4.608 1.754 -0.693
H: -0.717 -1.544 4.566
H: -3.137 0.586 4.513
H: -4.084 -0.764 3.827
H: -1.066 -1.612 -4.450
H: -6.586 1.203 0.232
H: 0.499 2.712 2.271
H: 2.996 -1.112 -3.237
H: -4.534 -0.192 0.604
H: -0.290 3.304 3.751
H: -0.332 -1.967 -6.783
H: -4.337 0.917 3.239
H: -0.731 3.991 2.163
H: 0.199 4.960 -1.998
H: 4.414 -3.019 0.456
H: 0.313 -0.507 5.588
H: 2.078 -1.893 -7.353

Summary:
* M: 907.6 g/mol
* orbital gap (alpha / beta): 0.2408 / 0.2259 hartree
* HOMO level (alpha / beta): -2.53 / -2.53 eV
* charge: -2
* E_LUMO (alpha / beta): 4.02 / 3.62 eV
* spin multiplicity: 2

***

What is the charge in the second record?
-2

***

Among the records above, which one has the highest M?
C27H21Cl3HgN8O3PS2

***

Look up the charge of the third one.
-2